The following is a DFT calculation (ωB97M-V with the def2-TZVPD basis set) of a 2-piece molecular cluster, C12H21Cl2N2 overall.

Results
HOMO-LUMO gap ... 8.065 eV
HOMO level ... -12.98 eV
Largest force on an atom ... 0.4 eV/Å
Net charge ... +1
Energy ... -1499.479085 a.u.

Geometry (Å):
C 2.50026 -2.35289 1.06193
C 3.01858 -1.06389 0.42480
C 2.20328 0.17206 0.82594
C 1.24122 0.63136 -0.26797
C 0.17959 1.62147 0.22966
C -1.08198 0.93765 0.76426
C -1.92611 0.36790 -0.37820
C -3.09325 -0.46068 0.05304
C -3.75646 -0.38192 1.28480
C -4.83456 -1.19944 1.49906
C -5.23076 -2.07890 0.46953
N -4.58934 -2.17267 -0.66847
N -3.56153 -1.36118 -0.81810
H 2.49746 -2.27433 2.15261
H 3.10862 -3.21435 0.78353
H 1.47281 -2.56031 0.74072
H 2.97618 -1.17030 -0.66541
H 4.07513 -0.92708 0.66897
H 2.86425 1.00859 1.07311
H 1.62418 -0.04237 1.73327
H 0.77237 -0.26799 -0.69089
H 1.82502 1.09745 -1.06252
H 0.61246 2.21964 1.03695
H -0.10269 2.32960 -0.55687
H -0.80369 0.13493 1.45634
H -1.68222 1.65973 1.32587
H -2.31952 1.19389 -0.98426
H -1.30409 -0.23469 -1.04688
H -3.44376 0.34870 2.01897
H -5.41733 -1.14035 2.40983
H -6.10046 -2.71546 0.56970
H -3.09516 -1.46510 -1.71362
C 4.38940 2.73207 -2.82223
Cl 2.68566 2.97976 -3.23587
Cl 4.59042 1.69428 -1.40446
H 4.87772 2.25753 -3.66402
H 4.82830 3.69729 -2.60313